This record from the Open Molecules 2025 dataset describes a single C22H31N5O3S2 molecule in a non-equilibrium geometry. The level of theory is ωB97M-V with the def2-TZVPD basis set.

Geometry as XYZ:
```
63
Properties=species:S:1:pos:R:3
H 6.9228 0.6401 -0.8763
N 2.5415 0.3022 1.4881
H -0.7270 2.3410 1.9890
C 2.7224 -0.8734 0.6792
H -1.8283 -2.4649 1.9953
H 8.0083 0.3444 -3.3736
C -7.5812 -1.4497 -0.3437
H -6.9608 -1.3004 1.7142
C -7.2774 -0.6342 0.9098
H -3.5995 -1.3758 -0.4197
H 6.6939 -0.7094 -2.8314
C -0.9820 1.2935 1.9768
C 3.3401 -2.0168 1.4790
C 4.7896 1.2507 -3.2062
O -4.9465 -0.4953 3.1004
H -8.1882 -0.1249 1.2328
H -3.1132 1.5767 1.9551
H 0.5362 -1.7429 2.0795
H -6.7046 -2.9015 -1.6489
N 1.7296 2.0154 2.5868
S -4.2922 -1.0069 1.9336
H 4.7765 3.3148 0.8698
H 3.4379 -2.8957 0.8479
H -4.8434 -1.7287 -2.3965
C 0.0571 0.3575 1.9881
O -4.3121 -2.4301 1.7147
H -8.0075 -0.7957 -1.1103
C 6.9725 0.3235 -3.0426
H 1.7523 -1.1550 0.2640
C -5.3891 -1.2052 -1.6087
H 4.3267 -1.7298 1.8367
C -0.2451 -1.0032 2.0087
C -1.5656 -1.4185 1.9829
H 7.4018 2.0699 -1.8235
C 3.5210 1.2021 1.7944
C 1.4149 0.8715 2.0213
H -6.3580 1.0344 -0.1533
O 3.4415 2.4980 -1.1713
C 4.6172 2.2363 -0.9907
N 3.0354 2.2164 2.4557
N -4.8516 -0.1562 0.6177
H -5.9531 -0.3998 -2.0845
H 4.1915 2.0836 -3.5802
C 6.0076 0.9262 -4.0621
H 6.4275 1.8410 -4.4813
C 5.3101 2.5384 0.3248
H -5.8378 -2.6997 -0.1226
C -2.5780 -0.4811 1.9484
C -6.1766 0.4137 0.7271
C -2.2964 0.8732 1.9592
C 6.7458 1.1906 -1.8040
C -4.3464 -0.6137 -0.6558
H -8.3394 -2.1938 -0.0895
H 2.7243 -2.2696 2.3394
H -6.1570 1.0534 1.6130
H 5.7718 0.2440 -4.8752
H 3.3910 -0.6043 -0.1459
C -6.3593 -2.1660 -0.9188
N 5.3571 1.5960 -1.9122
H 4.1313 0.3801 -3.1016
H -3.8332 0.2226 -1.1514
S 5.1898 1.0096 1.3261
H 6.3640 2.7815 0.2223
```

Computed properties:
Structure (SMILES)   CCn1c(SCC(=O)N2CCCC2)nnc1-c1ccc(S(=O)(=O)N2CCCCCC2)cc1
2S+1   1
Charge   0
HOMO energy   -8.53 eV
LUMO energy   0.01015 Ha

The molecule's Löwdin atomic charges, reported in e, are given here: 0.10, 0.00, 0.12, -0.20, 0.11, 0.11, -0.20, 0.10, -0.18, 0.11, 0.11, 0.00, -0.07, -0.14, -0.27, 0.12, 0.12, 0.10, 0.11, 0.08, 0.67, 0.08, 0.08, 0.11, -0.13, -0.29, 0.11, -0.16, 0.12, -0.17, 0.06, -0.01, -0.04, 0.13, -0.63, -0.24, 0.13, 0.06, -0.55, 0.04, -0.25, 0.11, 0.13, -0.16, 0.11, -0.33, 0.10, -0.27, -0.19, -0.04, -0.16, -0.20, 0.11, 0.07, 0.11, 0.11, 0.11, -0.19, -0.06, 0.13, 0.13, 0.98, 0.07

***

This record from the Open Molecules 2025 dataset describes 2 unconnected molecules or ions with the total composition C21H23Cl2N2 in a non-equilibrium geometry. The level of theory is ωB97M-V with the def2-TZVPD basis set.

Geometry as XYZ:
```
48
Properties=species:S:1:pos:R:3
H -0.8261 1.6283 1.0194
H -0.8078 1.6326 3.4358
H -4.4620 -0.1035 0.0226
C -5.9159 -4.2379 -2.4043
H -5.1394 -5.9998 -1.4217
C 1.0756 0.6034 1.0022
C -3.5792 0.0004 1.9573
C -5.2210 -4.9175 -1.3878
H 1.4997 0.0878 4.3072
H -4.2556 4.2620 0.2564
H 1.4857 1.6295 3.3912
H -3.9931 1.3080 4.2612
H 1.4690 0.0784 0.1223
C -5.4612 -2.1196 -1.3317
C -4.4214 4.1394 2.4043
C -4.2108 3.6089 1.1222
H -5.5981 -1.0387 -1.2986
C -3.8311 1.4076 2.1105
C -0.4331 0.6026 1.0080
H -0.8454 -1.9921 1.3287
H 1.4696 1.6260 1.0302
C -0.4140 0.6079 3.4471
H -3.7755 1.8362 -0.0209
Cl -6.6357 -5.1230 -3.6751
N -0.9697 -0.0927 2.2300
H -0.8311 0.0659 0.1377
C -4.7230 -2.7808 -0.3076
C -4.3502 3.3155 3.5401
H -0.8132 -1.9995 3.1249
C 1.0741 -1.5095 2.2056
C 1.0933 0.6067 3.4303
H 1.4561 -1.9921 1.2971
H -3.2118 -0.5580 2.8185
C -4.0637 -0.6920 0.8534
C -4.6401 -4.1950 -0.3558
H 1.4791 -2.0140 3.0913
C -6.0468 -2.8409 -2.3652
N 1.5873 -0.1048 2.2133
C -4.1193 -2.0766 0.7773
H -3.6936 -2.6616 1.5946
C -4.0455 1.9676 3.3916
H -4.5191 3.7401 4.5265
C -3.9359 2.2528 0.9751
C -0.4341 -1.5040 2.2218
H -4.1126 -4.7093 0.4497
H -6.6014 -2.3344 -3.1507
Cl -4.7320 5.8098 2.5902
H -0.7950 0.0739 4.3259
```

Computed properties:
2S+1   1
Charge   +1
HOMO energy   -10.89 eV
LUMO energy   -0.19741 Ha

The molecule's Löwdin atomic charges, reported in e, are given here: 0.11, 0.12, 0.10, -0.65, 0.12, -0.16, 0.03, -0.07, 0.12, 0.12, 0.12, 0.13, 0.12, 0.01, -0.66, -0.07, 0.11, -0.22, -0.16, 0.11, 0.12, -0.15, 0.12, 0.76, -0.15, 0.12, -0.21, -0.07, 0.12, -0.16, -0.16, 0.12, 0.13, -0.06, 0.00, 0.12, -0.07, -0.14, 0.05, 0.13, 0.00, 0.12, -0.01, -0.16, 0.13, 0.12, 0.75, 0.12

***

This record from the Open Molecules 2025 dataset describes a single C3H4N2OS molecule in a non-equilibrium geometry. The level of theory is ωB97M-V with the def2-TZVPD basis set.

Geometry as XYZ:
```
11
Properties=species:S:1:pos:R:3
N 0.4003 0.6762 -0.5133
C 0.9220 -0.3813 -0.9901
O 0.5477 -1.5484 -0.4326
H 2.4951 -1.2417 -2.0094
H 2.3136 0.3957 -2.2005
C -0.4447 0.1666 0.4564
H -1.9501 0.4064 2.1901
C -0.3953 -1.1461 0.5209
S -1.4061 1.3423 1.3890
N 1.8313 -0.4670 -2.0177
H -0.8557 -1.9495 1.0502
```

Computed properties:
Structure (SMILES)   Nc1nc(S)co1
2S+1   1
Charge   0
HOMO energy   -8.30 eV
LUMO energy   0.03088 Ha

The molecule's Löwdin atomic charges, reported in e, are given here: 0.12, -0.50, 0.07, 0.11, 0.10, -0.70, -0.13, -0.11, 0.78, 0.16, 0.12

***

This record from the Open Molecules 2025 dataset describes a molecular structure, C16H42AlBBr2ClFMgN2O19PSV in a non-equilibrium geometry. The level of theory is ωB97M-V with the def2-TZVPD basis set.

Geometry as XYZ:
```
89
Properties=species:S:1:pos:R:3
H -0.3105 -1.1046 -1.3694
H 2.0817 -3.9233 0.1214
H 2.4104 3.0054 -0.4505
H -3.4289 4.4258 -5.1532
O -7.6753 1.9792 -1.1669
B 1.7328 -3.4526 2.0406
O 7.9035 -4.2868 6.9576
O -2.4251 1.9551 3.9418
P 0.9926 -1.7975 2.7118
H -2.3164 3.0525 -5.1090
C -4.5646 3.4651 -8.5006
H -4.0073 3.9395 -7.6867
H -0.7142 1.0158 3.2494
H 5.3725 -5.2925 2.1066
H 8.7561 -2.6379 0.4930
O 7.0251 -2.4409 2.7182
O -3.7325 3.3119 2.9022
H -3.1606 3.5348 -3.6229
O 2.5182 2.0451 -0.4543
H -0.7295 -1.3592 0.3427
C -0.1218 -0.7174 -0.2974
O 2.6847 -4.0878 2.8146
V -2.5438 -4.3987 6.9910
H -7.5248 4.6506 -9.1400
C -3.2544 3.4403 -4.7111
H -2.1143 -0.0599 3.5823
O -4.2797 2.5305 -5.0567
H 1.8494 -1.7392 -0.5056
H 1.6869 0.3961 1.7177
H 10.1906 -3.2070 1.4032
H -5.8874 1.8838 -4.0038
O -0.9099 -4.3391 7.4469
C 1.4620 -0.8225 -0.0290
O -2.7138 1.6839 1.7146
H 1.7237 -1.1487 3.7377
H 5.4044 -6.2664 3.5915
H -8.0445 5.0719 -6.8533
S 8.2411 -3.2053 2.7156
Br -0.0460 -3.0428 4.3901
O 9.9404 -5.4070 6.6643
C -4.3606 3.7589 1.6976
H -4.9918 2.5168 -8.1643
H -1.1988 0.6578 4.9141
C -6.9853 5.0425 -7.1258
H -0.4378 0.3467 -0.2871
O -4.2083 -4.5178 6.6966
Mg 1.0526 0.1405 -2.0489
F 12.0144 -3.1461 7.2322
C 1.8909 -0.6550 1.4433
H 5.6653 -4.5219 3.6602
C -6.8238 4.2340 -8.4133
H -7.1071 3.1821 -8.2917
H -4.9903 2.9783 1.2831
C -6.5484 3.2951 -5.4572
C -5.5303 2.8202 -4.4396
H 3.0678 1.8647 0.3213
H -3.6146 4.0788 0.9689
H 7.8572 -5.6983 3.8639
H -6.5804 2.5555 -6.2656
C 9.2918 -2.5973 1.4381
H -7.5367 3.3312 -4.9876
H 9.5440 -1.5672 1.6818
H -4.9852 4.6106 1.9533
C 5.8600 -5.4218 3.0744
C 7.3494 -5.6457 2.8991
H -5.4212 3.5472 -3.6258
O 9.1727 -4.9195 8.8198
H -3.8521 3.2579 -9.2997
Cl 9.2135 -4.4907 7.4735
O 7.9523 -4.6361 2.0687
N -6.2088 4.6230 -5.9558
O 9.0060 -3.3822 3.9068
H 1.9673 0.0497 -0.6002
C -1.5677 0.8276 3.9055
Al -6.3887 5.0630 -1.8774
H 1.3712 -5.1056 0.9218
H 3.3445 -3.4464 3.1214
H -0.2726 -1.2582 2.4120
H 7.5168 -6.5956 2.3943
Br 3.8487 -0.8605 1.5629
H -6.6906 6.0716 -7.3426
O 9.9095 -3.1684 7.4090
C -6.8087 2.7484 -0.6867
H -5.2289 4.6376 -6.2067
C -2.9387 2.2667 2.7500
N 1.3266 -4.0936 0.7891
O -5.8119 3.2340 -1.3436
O -7.0588 2.9913 0.5243
O -5.5453 4.3462 -9.0116
```

Computed properties:
2S+1   1
Charge   +2
HOMO energy   -11.35 eV
LUMO energy   -0.36809 Ha

The molecule's Löwdin atomic charges, reported in e, are given here: 0.06, 0.08, 0.08, 0.08, 0.22, -0.85, -0.18, 0.03, 0.55, 0.09, -0.10, 0.07, 0.08, 0.08, 0.07, -0.32, 0.04, 0.08, -0.08, 0.10, -0.10, 0.08, 1.25, 0.13, -0.11, 0.09, -0.18, 0.10, 0.06, 0.08, 0.13, -0.49, -0.40, 0.10, 0.03, 0.09, 0.12, 0.58, 0.30, -0.19, -0.03, 0.09, 0.10, -0.19, 0.09, -0.45, 1.11, -0.05, -0.85, 0.06, -0.22, 0.11, 0.07, -0.21, -0.23, 0.05, 0.10, 0.12, 0.11, -0.11, 0.13, 0.08, 0.11, -0.08, -0.24, 0.02, -0.21, 0.09, 0.71, -0.26, -0.05, -0.26, 0.00, -0.07, 0.92, 0.10, 0.08, -0.02, 0.13, 0.79, 0.12, -0.08, -0.93, 0.07, -0.62, 0.13, -0.19, 0.16, -0.17

***

This record from the Open Molecules 2025 dataset describes a gas-phase ion, C6H15N4 (charge +1) in a non-equilibrium geometry. The level of theory is ωB97M-V with the def2-TZVPD basis set.

Geometry as XYZ:
```
25
Properties=species:S:1:pos:R:3
C 0.8640 -1.2634 0.4688
C -1.5883 1.1421 1.9036
C 1.4363 1.6511 -1.5715
C -1.2504 -0.0190 -1.6591
H 1.7340 -2.7381 1.8685
H -2.3210 0.7802 2.5606
H -2.3437 -0.3145 -1.5564
N 1.5053 -0.3844 -0.2962
N -0.3087 -0.9726 1.0421
H -2.1537 -0.4011 0.4968
H 2.5311 -2.7588 0.4219
H -0.6464 -0.8956 -1.8270
C -1.3004 0.1909 0.7598
H 0.8762 1.2280 0.5311
H 2.2385 2.2454 -1.2734
H -0.5915 -1.6731 1.7609
H -1.2173 0.5445 -2.6012
N -0.9723 0.8860 -0.5337
H 0.5737 2.1919 -1.8034
H 0.8022 -3.2380 0.4715
H -1.8382 2.1007 1.3620
N 1.0966 0.8766 -0.4145
H -0.6498 1.4004 2.3907
H 1.6393 0.8881 -2.4176
C 1.4951 -2.5309 0.8531
```

Computed properties:
2S+1   1
Charge   +1
HOMO energy (spin up / spin down)   -13.49 / -13.19 eV
LUMO energy (spin up / spin down)   -0.18778 / -0.17256 Ha

The molecule's Löwdin atomic charges, reported in e, are given here: -0.37, -0.01, 0.00, -0.11, 0.09, 0.07, 0.12, 0.10, 0.14, 0.13, 0.13, 0.08, -0.34, 0.17, 0.08, 0.18, 0.09, 0.02, 0.07, 0.08, 0.11, -0.06, 0.08, 0.15, 0.00

***

This record from the Open Molecules 2025 dataset describes 2 unconnected molecules or ions with the total composition C5H14 in a non-equilibrium geometry. The level of theory is ωB97M-V with the def2-TZVPD basis set.

Geometry as XYZ:
```
19
Properties=species:S:1:pos:R:3
H -2.9688 2.6382 -0.0320
H -2.4027 -0.2636 -0.2162
H 0.7907 -0.6838 -2.2506
H 2.7518 -1.6294 1.1726
H 2.3174 -1.5966 -1.8998
H -1.3609 0.1928 1.1356
C -2.7945 1.8131 0.7671
H 0.9958 -1.3915 1.7021
C -1.8970 0.6960 0.2901
C 1.6086 -0.3666 -0.2422
H 1.3070 -2.5457 0.2992
H 2.3158 0.3927 -0.0349
H 0.5913 0.0888 0.0280
C 1.7428 -0.6314 -1.7067
H -0.9826 1.0932 -0.4191
H -3.7417 1.3704 1.0634
H 2.3776 0.2071 -2.1660
H -2.3055 2.2328 1.7245
C 1.6548 -1.6165 0.7851
```

Computed properties:
2S+1   2
Charge   +1
HOMO energy (spin up / spin down)   -15.41 / -15.28 eV
LUMO energy (spin up / spin down)   -0.10727 / -0.38965 Ha

The molecule's Löwdin atomic charges, reported in e, are given here: 0.11, 0.13, 0.11, 0.16, 0.14, 0.05, -0.16, 0.11, -0.20, -0.18, 0.10, 0.11, 0.15, -0.06, 0.12, 0.07, 0.12, 0.10, 0.02

***

This record from the Open Molecules 2025 dataset describes a molecular structure, C5H10InO2 in a non-equilibrium geometry. The level of theory is ωB97M-V with the def2-TZVPD basis set.

Geometry as XYZ:
```
18
Properties=species:S:1:pos:R:3
C -1.6624 2.0491 0.3295
H -1.2803 -0.1481 1.4815
In -0.5190 0.9030 -1.4976
C 1.4259 -1.4825 -0.9805
H -2.3237 1.7791 -1.1951
H -0.1563 0.5866 2.6598
H 1.8379 -2.9060 -2.4486
O 0.5276 -0.6316 -0.3856
C 0.7952 -0.3323 0.9960
H 0.9079 -1.2780 1.5442
O -0.4383 1.7220 1.0025
H 1.7286 0.2470 1.0561
H 2.4107 -1.5067 -0.5064
C 1.1227 -2.1768 -2.0715
H 0.1973 -2.0095 -2.6232
C -0.3575 0.4499 1.5861
H -2.5398 1.5879 0.8183
H -1.6766 3.1470 0.2344
```

Computed properties:
2S+1   1
Charge   +1
HOMO energy   -12.40 eV
LUMO energy   -0.17688 Ha

The molecule's Löwdin atomic charges, reported in e, are given here: -0.20, 0.15, 1.02, -0.23, 0.13, 0.16, 0.08, -0.38, -0.14, 0.16, -0.18, 0.15, 0.14, 0.07, 0.06, -0.19, 0.10, 0.10

***

This record from the Open Molecules 2025 dataset describes a single C5H5NO molecule in a non-equilibrium geometry. The level of theory is ωB97M-V with the def2-TZVPD basis set.

Geometry as XYZ:
```
12
Properties=species:S:1:pos:R:3
H 0.1593 -0.7558 -1.4410
H -1.3683 -1.8887 0.1865
C 0.3805 1.0492 -0.3076
N 2.4488 -0.4039 0.5392
H -2.0126 0.7792 -0.4160
H 2.0446 2.3885 0.3102
C 0.1168 -0.4251 -0.3945
H -1.1474 -0.5460 1.3356
C 1.3979 -0.7979 0.2704
C -1.1988 -0.8137 0.2694
C 1.4261 1.5762 0.0450
O -2.2469 -0.1618 -0.3971
```

Computed properties:
Structure (SMILES)   C#C[C@@H](C#N)CO
2S+1   1
Charge   0
HOMO energy   -9.72 eV
LUMO energy   -0.02140 Ha

The molecule's Löwdin atomic charges, reported in e, are given here: 0.16, 0.13, -0.09, 0.15, 0.08, 0.06, -0.27, 0.13, -0.16, -0.25, 0.11, -0.05